# C23H24I2InN9OS

A structure of composition C23H24I2InN9OS (ωB97M-V with the def2-TZVPD basis set, the OMol25 dataset).

Properties
Kohn-Sham gap ... 0.2373 Ha
Lowest unoccupied orbital energy ... -6.16 eV
Charge ... +2
ΔE to the lowest compared entry with this formula, charge and spin ... 45.1 kcal per mole
Strongest force on any atom ... 0.8 eV/Å
E ... -71897.4750 eV

Geometry as XYZ:
```
61
Properties=species:S:1:pos:R:3:forces:R:3
In 0.3771 -0.0967 0.2083 -0.471 0.084 0.659
I -0.6775 7.4206 0.9975 -0.031 0.119 0.054
C -0.1392 5.4875 0.4821 0.057 0.034 -0.015
C 1.1949 5.1215 0.4419 0.014 -0.104 0.048
C 1.5610 3.8273 0.0864 -0.076 -0.076 -0.221
I 3.6089 3.4874 -0.0601 0.021 0.013 -0.016
C 0.5991 2.8718 -0.2708 0.243 -0.432 -0.313
O 0.9097 1.6219 -0.7406 0.339 0.601 -0.235
C -0.7401 3.2766 -0.2336 -0.085 -0.027 0.278
C -1.7657 2.2480 -0.5638 -0.020 0.014 -0.174
N -1.6869 1.1345 0.4063 0.190 -0.438 -0.124
C -2.0689 1.4430 1.7753 -0.070 0.229 0.019
C -1.2535 0.6829 2.7865 0.107 -0.053 -0.026
C -1.4703 0.8837 4.1424 -0.097 0.044 0.010
C -0.7050 0.2011 5.0626 0.020 -0.016 0.082
C 0.2542 -0.6996 4.6093 0.002 -0.008 0.019
C 0.4097 -0.8601 3.2560 -0.282 0.032 -0.106
N -0.3251 -0.1702 2.3485 0.286 -0.332 0.407
C -1.1069 4.5577 0.1491 -0.076 -0.089 -0.064
H 1.9624 5.8461 0.6778 -0.011 -0.020 0.009
H -2.7691 2.6759 -0.5991 -0.025 0.034 0.070
H -1.5388 1.8212 -1.5420 -0.089 -0.036 -0.064
H -2.2437 0.3659 0.0686 -0.218 0.133 0.135
H -1.9273 2.5102 1.9561 0.031 0.025 -0.039
H -3.1262 1.2285 1.9532 -0.029 0.039 0.004
H -2.2343 1.5820 4.4602 0.021 0.001 -0.010
H -0.8501 0.3635 6.1231 -0.001 -0.015 -0.030
H 0.8723 -1.2602 5.2961 -0.027 -0.012 -0.019
H 1.1340 -1.5593 2.8618 0.004 0.002 -0.028
H -2.1547 4.8347 0.1617 0.015 -0.023 0.000
N -3.4551 -2.6978 -0.9143 0.037 -0.155 0.007
C -2.9161 -1.4925 -1.0659 -0.045 0.063 -0.075
N -1.6458 -1.5277 -0.6783 -0.030 -0.010 -0.081
C -1.4883 -2.8254 -0.3061 0.196 -0.243 0.036
N -2.5542 -3.5745 -0.4372 -0.133 0.308 -0.038
C -0.1783 -3.3524 0.0645 -0.174 0.097 -0.022
C 0.0411 -4.7140 0.2337 0.087 -0.145 -0.111
N 1.2602 -5.2061 0.3999 0.003 0.191 0.011
C 2.2621 -4.3320 0.3683 -0.031 -0.182 0.028
C 2.0536 -2.9688 0.2327 -0.200 -0.014 0.159
N 0.8177 -2.4676 0.1235 0.326 0.063 -0.328
H -4.3939 -3.0028 -1.1285 -0.021 -0.004 -0.022
H -3.4644 -0.6503 -1.4619 0.064 0.001 -0.004
H -0.7897 -5.4071 0.1934 -0.002 0.004 0.057
H 3.2663 -4.7247 0.4681 -0.007 0.013 -0.029
H 2.8722 -2.2723 0.2547 0.057 0.026 -0.025
C 5.7121 0.4082 2.0274 -0.037 -0.001 -0.128
N 5.2358 0.3031 0.6550 0.136 -0.078 0.081
C 6.1429 0.4922 -0.4896 -0.102 0.026 0.061
C 5.2006 0.4113 -1.7056 -0.058 0.012 0.089
N 3.9013 0.1446 -1.0718 0.087 -0.348 -0.060
C 3.9861 0.1488 0.2615 -0.002 0.164 -0.292
S 2.6861 -0.0579 1.3546 0.205 0.252 0.349
H 6.7088 -0.0236 2.0840 0.000 -0.017 0.007
H 5.0475 -0.1357 2.6923 -0.007 -0.018 0.000
H 5.7533 1.4525 2.3390 0.001 0.021 -0.024
H 6.8997 -0.2908 -0.4939 0.007 -0.016 0.018
H 6.6441 1.4560 -0.4059 0.007 0.020 -0.004
H 5.4663 -0.3984 -2.3802 0.016 -0.019 -0.012
H 5.1716 1.3415 -2.2689 -0.053 0.049 0.023
H 3.0280 0.3026 -1.5429 -0.068 0.219 0.022
```
Positions in Å, forces in eV/Å.